Entry 1:
C52H69BrN6O2SSr | the ωB97M-V functional and the def2-TZVPD basis

Positions of all 132 atoms, in Å:
1 Sr -1.53660 -0.70115 0.51533
2 C -2.29769 0.37546 4.00029
3 N -2.60628 1.47923 3.10232
4 C -3.93365 1.99147 3.38020
5 C -1.63094 2.55248 3.21729
6 C -0.26633 2.24517 2.61495
7 N -0.34516 1.87728 1.21283
8 C -0.92020 2.98795 0.43347
9 C -0.81178 2.89481 -1.06575
10 C 0.00997 3.74775 -1.77525
11 C 0.04719 3.75350 -3.16773
12 C -0.84990 2.90212 -3.81618
13 C -1.71302 2.03473 -3.15416
14 C -1.64228 1.94883 -1.72620
15 O -2.29847 1.08448 -1.03837
16 C -2.72813 1.17394 -3.91674
17 C -4.13866 1.42867 -3.36210
18 C -2.75790 1.49709 -5.41394
19 C -2.40138 -0.31770 -3.76577
20 C 1.02131 4.67096 -3.90386
21 C 0.74511 6.13829 -3.54315
22 C 0.91430 4.53035 -5.42288
23 C 2.46203 4.32573 -3.49625
24 C 0.94099 1.47682 0.62522
25 C 1.93721 0.71713 1.47153
26 C 3.27516 1.06184 1.32856
27 C 4.29235 0.39627 1.99425
28 C 3.89664 -0.61445 2.87823
29 C 2.58076 -0.99656 3.07556
30 C 1.54329 -0.37094 2.29796
31 O 0.31319 -0.74209 2.37017
32 C 2.20802 -2.05741 4.11630
33 C 1.27396 -1.42873 5.16020
34 C 3.42938 -2.60613 4.85994
35 C 1.49167 -3.24021 3.45515
36 C 5.77435 0.71561 1.81332
37 C 6.00144 1.84779 0.81111
38 C 6.39531 1.13454 3.15413
39 C 6.51079 -0.52879 1.29239
40 H -2.27571 0.71440 5.05439
41 H -1.33709 -0.06756 3.74310
42 H -3.05558 -0.40140 3.89895
43 H -4.00261 2.43125 4.39401
44 H -4.66316 1.18534 3.30660
45 H -4.19839 2.76014 2.65124
46 H -1.47312 2.81695 4.28226
47 H -2.05390 3.43804 2.73828
48 H 0.20143 1.43097 3.16183
49 H 0.36322 3.14581 2.75835
50 H -0.43806 3.93181 0.75348
51 H -1.98374 3.04492 0.67886
52 H 0.64485 4.42778 -1.21094
53 H -0.88403 2.92455 -4.89552
54 H -4.40982 2.48192 -3.48382
55 H -4.18358 1.17021 -2.30658
56 H -4.86460 0.81629 -3.90611
57 H -2.98983 2.55020 -5.59594
58 H -3.53288 0.88994 -5.88878
59 H -1.80878 1.26175 -5.90197
60 H -2.41379 -0.62099 -2.71935
61 H -1.42115 -0.54386 -4.19553
62 H -3.14793 -0.92109 -4.29113
63 H -0.26989 6.41544 -3.83523
64 H 1.44968 6.80261 -4.05494
65 H 0.84042 6.30427 -2.46954
66 H -0.08318 4.79478 -5.77912
67 H 1.13023 3.50913 -5.74268
68 H 1.63538 5.19729 -5.90447
69 H 2.60221 4.43659 -2.42039
70 H 3.17962 4.97821 -4.00549
71 H 2.69017 3.28945 -3.75369
72 H 1.47250 2.36136 0.23879
73 H 0.68431 0.89762 -0.26484
74 H 3.50999 1.88012 0.65538
75 H 4.66895 -1.12192 3.44292
76 H 1.77376 -0.59948 5.67034
77 H 0.98778 -2.17544 5.90820
78 H 0.37154 -1.05973 4.67939
79 H 3.97190 -1.81963 5.39157
80 H 4.12339 -3.10901 4.18187
81 H 3.09097 -3.33981 5.59671
82 H 0.57581 -2.91114 2.97363
83 H 1.24188 -3.99829 4.20597
84 H 2.13568 -3.70291 2.70328
85 H 5.52925 2.77414 1.14417
86 H 5.59823 1.59397 -0.17071
87 H 7.07423 2.03314 0.70315
88 H 5.90012 2.03029 3.53472
89 H 7.46355 1.34851 3.03800
90 H 6.28448 0.34921 3.90262
91 H 6.09536 -0.83279 0.32937
92 H 6.39879 -1.36722 1.98124
93 H 7.57997 -0.32703 1.16613
94 C 1.83889 -4.58479 0.03782
95 C 0.91704 -3.40562 -0.11566
96 N -0.22883 -3.30540 0.47217
97 N -0.60023 -4.38545 1.19220
98 C -1.64675 -4.23563 1.99403
99 N -2.03085 -5.44023 2.55404
100 S -2.54943 -2.86219 2.44669
101 C 1.32283 -2.33039 -1.04183
102 C 2.58215 -2.35849 -1.65522
103 C 2.92292 -1.37758 -2.56541
104 C 2.00624 -0.38578 -2.87113
105 C 0.78614 -0.41908 -2.21447
106 N 0.45161 -1.34821 -1.32296
107 H 1.96178 -5.10764 -0.91614
108 H 1.40963 -5.26778 0.76350
109 H 2.82732 -4.26705 0.37871
110 H -1.31834 -6.15274 2.54252
111 H -2.57134 -5.34798 3.39664
112 H 3.29079 -3.13582 -1.41185
113 H 3.90194 -1.38777 -3.03164
114 H 2.22298 0.40335 -3.57829
115 H 0.04974 0.35178 -2.40493
116 Br -4.80722 -0.32882 0.83872
117 C -5.51408 -1.88193 -0.01318
118 C -6.84486 -2.11224 0.19548
119 C -7.45903 -3.22393 -0.41844
120 C -6.71688 -4.04644 -1.21449
121 C -5.33592 -3.80715 -1.43050
122 C -4.58478 -4.67215 -2.25879
123 C -3.25401 -4.42972 -2.45159
124 C -2.62942 -3.32845 -1.82654
125 C -3.27128 -2.42625 -0.99559
126 C -4.66979 -2.69561 -0.81810
127 H -7.41855 -1.44768 0.82678
128 H -8.51349 -3.41250 -0.25141
129 H -7.17511 -4.90562 -1.69547
130 H -5.07912 -5.52023 -2.72335
131 H -2.67428 -5.09760 -3.08415
132 H -1.56323 -3.19849 -2.01255

Forces on atoms 1 to 3 (eV/Å):
-0.12 -0.37 0.10
0.00 0.01 0.00
-0.01 0.02 0.02

- relative energy (zero: lowest compared OMol25 entry of this formula, charge and spin) (kJ/mol) = 0.00
- DFT total energy (eV) = -149798.8037
- net charge = -2
- HOMO energy (eV) = -1.81

Entry 2:
C52H69I2N6O24S | the ωB97M-V functional and the def2-TZVPD basis

Positions of all 154 atoms, in Å:
1 C 4.33364 -2.78485 0.77248
2 C 4.56327 -2.09889 -0.55309
3 O 4.75130 -0.68373 -0.37513
4 C 3.60237 0.03300 -0.34827
5 O 3.24644 0.57918 0.65381
6 C 2.86895 0.18915 -1.65132
7 C 1.36185 0.21816 -1.49315
8 C 0.84739 -0.97844 -0.69625
9 N -0.53927 -1.26823 -1.00200
10 C -1.13386 -2.04459 -1.92160
11 N -0.49994 -2.77933 -2.84072
12 N -1.31993 -3.55403 -3.71265
13 C -1.57710 -4.69153 -3.32431
14 S -1.93313 -6.08955 -2.78174
15 C 0.91496 -2.84614 -3.07404
16 C 1.47743 -1.87230 -3.87169
17 C 2.83816 -1.96042 -4.12317
18 C 3.52195 -3.01526 -3.55955
19 C 2.86486 -3.92829 -2.74819
20 N 1.55580 -3.85116 -2.50055
21 N -2.46132 -1.98279 -1.82420
22 C -2.70805 -1.13412 -0.84065
23 C -4.08516 -0.76486 -0.43213
24 I -4.74852 -1.97466 1.19038
25 C -5.01633 -0.88944 -1.65815
26 C -5.64271 -2.24023 -1.93714
27 I -6.55125 0.59756 -1.46532
28 N -1.58220 -0.67958 -0.29541
29 C -1.46568 0.23824 0.84011
30 O -2.14874 -0.32579 1.90709
31 C -1.54799 -0.40923 3.15973
32 C -0.31756 -1.01348 3.35702
33 C 0.17542 -1.11497 4.64586
34 C -0.54514 -0.63164 5.72700
35 C -1.77307 -0.02395 5.51148
36 C -2.27707 0.08266 4.22426
37 H 3.55155 -2.26007 1.31343
38 H 5.22923 -2.75836 1.37878
39 H 4.01654 -3.80912 0.60851
40 H 3.71820 -2.28845 -1.21125
41 H 5.43561 -2.48940 -1.06232
42 H 3.21104 1.14143 -2.04064
43 H 3.21696 -0.56318 -2.35198
44 H 0.91277 0.20916 -2.47824
45 H 1.10623 1.15570 -1.01136
46 H 0.93209 -0.76372 0.35840
47 H 1.47413 -1.84522 -0.86941
48 H 0.87730 -1.07983 -4.28175
49 H 3.33615 -1.22885 -4.73599
50 H 4.57649 -3.14161 -3.73596
51 H 3.42282 -4.74143 -2.32042
52 H -4.11931 0.27722 -0.14005
53 H -4.46135 -0.60214 -2.53923
54 H -4.94499 -3.04557 -1.74518
55 H -6.56092 -2.38511 -1.38468
56 H -5.90787 -2.29451 -2.98758
57 H -0.42996 0.47672 1.04448
58 H -1.96704 1.16285 0.56345
59 H 0.22750 -1.40861 2.51384
60 H 1.11508 -1.60753 4.83074
61 H -0.16355 -0.73311 6.72781
62 H -2.37148 0.34726 6.32455
63 H -3.23626 0.53814 4.04473
64 C -2.38111 5.36621 3.90843
65 C -3.36801 4.66367 3.01641
66 C -4.82116 4.99519 3.25259
67 O -5.47313 3.79628 2.78654
68 C -4.61510 2.77905 2.95310
69 O -4.90462 1.62482 2.84144
70 O -3.38080 3.22909 3.25906
71 H -2.66299 5.26578 4.95723
72 H -1.38641 4.93727 3.79306
73 H -2.33809 6.42405 3.65334
74 H -3.11079 4.81660 1.96614
75 H -5.15737 5.85947 2.69438
76 H -5.05873 5.12043 4.31164
77 C 5.65860 4.60608 -5.62164
78 C 5.13961 3.39667 -4.89685
79 C 4.96935 2.14927 -5.73380
80 O 3.91924 1.45278 -5.01885
81 C 3.17547 2.39134 -4.39276
82 O 2.12602 2.17248 -3.85959
83 O 3.77021 3.58618 -4.43683
84 H 5.08647 4.79177 -6.53193
85 H 5.57441 5.49173 -4.99372
86 H 6.70525 4.45524 -5.87917
87 H 5.74930 3.18945 -4.02011
88 H 5.86511 1.53852 -5.79374
89 H 4.60521 2.36959 -6.73870
90 C 3.85732 0.86424 3.40888
91 C 4.02809 0.99074 4.89842
92 C 5.07204 1.98050 5.36790
93 O 5.44828 1.43263 6.63809
94 C 5.24471 0.09317 6.58734
95 O 5.62241 -0.68409 7.39714
96 O 4.54270 -0.22921 5.46891
97 H 4.81811 0.71390 2.91675
98 H 3.23447 0.00814 3.16556
99 H 3.39098 1.75811 2.99931
100 H 3.06569 1.19625 5.37626
101 H 4.69875 2.99402 5.48482
102 H 5.95238 1.98713 4.72059
103 C -6.39043 0.11625 5.36790
104 C -7.35167 -1.03546 5.25843
105 C -8.04171 -1.20076 3.91997
106 O -9.25192 -1.87008 4.29712
107 C -9.54321 -1.50768 5.57259
108 O -10.56967 -1.73040 6.12076
109 O -8.49028 -0.85486 6.12261
110 H -6.85231 1.04168 5.02400
111 H -6.09133 0.25879 6.40631
112 H -5.50348 -0.07246 4.76455
113 H -6.86029 -1.96801 5.55297
114 H -7.47855 -1.79892 3.20882
115 H -8.30304 -0.24473 3.46078
116 C 0.69283 -9.03504 -5.00905
117 C 1.93559 -8.69402 -4.23209
118 C 1.71012 -8.04477 -2.88309
119 O 2.92110 -7.28881 -2.71395
120 C 3.38193 -6.98151 -3.94921
121 O 4.26212 -6.20698 -4.15643
122 O 2.70872 -7.66418 -4.89231
123 H 0.02241 -8.17609 -5.06462
124 H 0.94632 -9.32134 -6.02821
125 H 0.16800 -9.86303 -4.53380
126 H 2.57862 -9.57232 -4.13542
127 H 1.58433 -8.75134 -2.06765
128 H 0.87090 -7.34638 -2.89732
129 C 6.94371 1.26505 -0.69016
130 C 7.64789 1.02412 -1.99628
131 C 9.15368 1.18322 -2.00918
132 O 9.39794 1.53451 -3.38404
133 C 8.29580 2.14849 -3.85287
134 O 8.21052 2.72281 -4.89072
135 O 7.27222 2.01494 -2.97472
136 H 7.24622 2.21309 -0.24218
137 H 5.87602 1.31071 -0.86621
138 H 7.15268 0.46096 0.01179
139 H 7.36262 0.04675 -2.39839
140 H 9.69700 0.28124 -1.74449
141 H 9.48670 2.00964 -1.37850
142 C -9.16460 5.09025 0.31140
143 C -8.08738 6.08538 -0.02569
144 C -7.53598 6.01377 -1.43385
145 O -6.20800 6.53804 -1.25863
146 C -5.83383 6.27481 0.00768
147 O -4.72588 6.40541 0.42951
148 O -6.88168 5.84082 0.73652
149 H -8.85950 4.08016 0.03549
150 H -9.36498 5.09165 1.38146
151 H -10.08412 5.33918 -0.21684
152 H -8.41946 7.10064 0.20576
153 H -8.08825 6.60786 -2.15560
154 H -7.45310 4.98532 -1.79208

Forces on atoms 1 to 3 (eV/Å):
-0.01 0.32 -0.11
-0.21 -0.21 0.04
0.16 -0.34 -0.03

- relative energy (zero: lowest compared OMol25 entry of this formula, charge and spin) (kJ/mol) = 0.00
- DFT total energy (eV) = -140155.0820
- net charge = +1
- HOMO energy (eV) = -11.32